{"formula": "C3H4N2O", "method": "ωB97M-V with the def2-TZVPD basis set", "elements": ["N", "C", "N", "C", "C", "O", "H", "H", "H", "H"], "coordinates": [[0.3522, -1.2472, -0.2014], [0.8722, -0.0515, -0.1211], [-1.0288, -1.0709, -0.1531], [-1.2715, 0.3143, -0.0607], [-0.1037, 0.9833, 0.0447], [2.1932, 0.1591, -0.1862], [-2.3125, 0.6088, -0.0851], [2.5978, -0.7085, -0.3455], [-1.3609, -1.0135, 0.8544], [0.0620, 2.0261, 0.2539]], "atomic_forces_ev_per_a": [[0.3, 0.4, 0.5], [-0.2, -0.3, 0.1], [-0.6, 0.7, 0.7], [0.2, 0.8, -0.7], [-0.1, 0.2, -0.3], [0.0, -0.2, -0.1], [0.2, 0.3, 0.3], [0.0, 0.2, 0.1], [0.1, -2.1, -0.3], [0.1, 0.0, -0.3]], "lumo_ev": 0.91, "e_above_lowest_kcal_mol": 51.7, "fmax_ev_per_a": 2.084, "total_energy_ev": -8201.645, "multiplicity": 1}